Version one
Computed, not measured: a molecular structure, C5H7ClN2, with wB97M-V/def2-TZVPD.

Properties
- charge = 0
- highest occupied orbital energy (eV) = -9.158
- HOMO-LUMO gap (Eh) = 0.35899

Element x y z (Å)
C (2.631, -1.366, -0.707)
C (-1.953, 1.270, 2.200)
C (1.733, -0.989, -1.610)
C (-0.154, -0.220, -0.478)
C (-1.139, 0.845, -0.250)
N (-0.905, 1.221, 1.543)
N (0.720, -0.096, -1.375)
Cl (-2.767, 0.310, -0.506)
H (3.482, -1.965, -0.977)
H (2.566, -1.024, 0.311)
H (-1.862, 1.505, 3.255)
H (-2.968, 1.099, 1.835)
H (1.811, -1.270, -2.653)
H (-0.258, -1.111, 0.150)
H (-0.937, 1.790, -0.736)



Version two
Computed, not measured: C5H7ClN2 in the gas phase, with wB97M-V/def2-TZVPD.

Properties
- charge = 0
- highest occupied orbital energy (eV) = -7.914
- SMILES string = C=C/C=N\C=C(/N)Cl
- HOMO-LUMO gap (Eh) = 0.29157

Element x y z (Å)
C (0.146, 1.024, -2.205)
C (0.958, 1.509, -1.243)
C (0.981, 1.348, 0.153)
N (0.572, 0.451, 0.955)
C (-0.039, -0.622, 0.382)
C (-0.708, -1.602, 0.980)
N (-1.152, -1.561, 2.306)
Cl (-1.188, -3.051, 0.237)
H (0.339, 1.311, -3.312)
H (-0.599, 0.401, -2.041)
H (1.520, 2.291, -1.631)
H (1.395, 2.319, 0.702)
H (-0.056, -0.603, -0.739)
H (-0.916, -0.709, 2.743)
H (-1.253, -2.506, 2.713)



The least stable of them is version one.



Version one
Computed, not measured: a gas-phase ion, C9H17N2 (charge +1), with wB97M-V/def2-TZVPD.

Properties
- charge = +1
- highest occupied orbital energy (eV) = -13.294
- HOMO-LUMO gap (Eh) = 0.30596

Element x y z (Å)
C (1.164, 1.925, 0.339)
C (-0.458, -0.217, 0.151)
C (-1.728, -0.452, 0.178)
C (0.883, -0.480, -0.017)
C (1.540, -1.307, 1.189)
C (1.154, -1.062, -1.310)
C (-4.011, 0.548, -0.485)
C (3.284, 0.631, -0.179)
C (-3.007, 0.235, 0.578)
N (1.753, 0.809, -0.106)
N (0.064, 1.912, 0.950)
H (1.750, 2.835, 0.160)
H (-1.885, -1.511, 0.004)
H (2.549, -1.195, 1.313)
H (1.318, -2.371, 1.031)
H (0.982, -0.921, 2.147)
H (0.718, -0.409, -2.008)
H (0.806, -2.031, -1.404)
H (2.181, -0.913, -1.636)
H (-3.450, 0.878, -1.363)
H (-4.737, 1.266, -0.321)
H (-4.578, -0.324, -0.759)
H (3.624, 0.190, 0.684)
H (3.635, -0.049, -0.978)
H (3.719, 1.618, -0.351)
H (-3.334, -0.456, 1.433)
H (-2.720, 1.205, 1.127)
H (-0.321, 2.810, 1.256)



Version two
Computed, not measured: a molecular structure, C9H17N2, with wB97M-V/def2-TZVPD.

Properties
- charge = +1
- highest occupied orbital energy (eV) = -13.036
- HOMO-LUMO gap (Eh) = 0.36972

Element x y z (Å)
C (0.339, -1.435, -0.150)
C (0.594, -0.138, -0.232)
C (-1.928, 0.536, -0.308)
C (-1.165, -1.911, 0.074)
C (-2.000, -0.681, 0.558)
C (1.383, -2.576, -0.089)
C (-3.216, 1.269, -0.481)
C (1.834, 1.794, -1.017)
C (2.008, 1.251, 1.227)
N (-0.838, 1.015, -0.673)
N (1.736, 0.630, -0.112)
H (-1.622, -2.487, -0.767)
H (-1.096, -2.564, 0.837)
H (-1.603, -0.359, 1.468)
H (-3.030, -1.021, 0.698)
H (1.279, -3.204, 0.793)
H (2.365, -2.142, -0.029)
H (1.209, -3.258, -0.834)
H (-3.322, 1.983, 0.325)
H (-3.979, 0.487, -0.558)
H (-3.071, 1.923, -1.319)
H (1.215, 2.584, -0.651)
H (2.749, 2.336, -1.037)
H (1.460, 1.642, -1.969)
H (1.395, 2.094, 1.344)
H (1.666, 0.608, 2.034)
H (3.080, 1.538, 1.383)
H (2.555, 0.090, -0.514)



The least stable of them is version one.



Version one
Computed, not measured: C4H10OS2 in the gas phase, with wB97M-V/def2-TZVPD.

Properties
- charge = 0
- highest occupied orbital energy (eV) = -8.561
- SMILES string = CSSCCCO
- HOMO-LUMO gap (Eh) = 0.34208

Element x y z (Å)
C (-0.068, -1.675, 2.593)
S (0.859, -1.525, 0.973)
S (-0.499, -0.920, -0.477)
C (-0.848, 0.836, 0.268)
C (0.472, 1.615, -0.017)
C (0.542, 1.861, -1.675)
O (-0.720, 2.187, -2.290)
H (-0.066, -0.703, 3.172)
H (-1.145, -2.010, 2.459)
H (0.407, -2.535, 3.127)
H (-1.745, 1.273, -0.152)
H (-1.117, 0.633, 1.265)
H (1.286, 0.873, 0.115)
H (0.519, 2.677, 0.402)
H (1.228, 2.746, -1.707)
H (0.723, 0.785, -2.058)
H (-0.674, 2.066, -3.262)



Version two
Computed, not measured: 2 unconnected molecules or ions with the total composition C4H10OS2, with wB97M-V/def2-TZVPD.

Properties
- charge = 0
- highest occupied orbital energy (eV) = -8.689
- SMILES string = C1CSCSC1.O
- HOMO-LUMO gap (Eh) = 0.34471

Element x y z (Å)
C (-1.184, -0.042, 0.107)
C (0.133, 0.565, 0.376)
S (1.461, -0.704, 0.448)
C (1.174, -1.375, -1.190)
S (-0.451, -2.156, -1.476)
C (-1.399, -0.677, -1.332)
H (-1.402, -0.905, 0.765)
H (-1.887, 0.770, 0.373)
H (0.057, 1.178, 1.294)
H (0.325, 1.250, -0.472)
H (1.230, -0.556, -1.932)
H (1.921, -2.141, -1.476)
H (-1.147, 0.062, -2.117)
H (-2.459, -0.964, -1.468)
O (1.088, 2.199, 2.936)
H (1.024, 2.139, 1.956)
H (1.518, 1.357, 3.208)



The least stable of them is version one.



Version one
Computed, not measured: 6 unconnected molecules or ions with the total composition C5H22NO5S, with wB97M-V/def2-TZVPD.

Properties
- charge = -1
- highest occupied orbital energy (eV) = -3.934
- HOMO-LUMO gap (Eh) = 0.26777

Element x y z (Å)
C (-0.819, 1.188, -2.382)
C (-1.524, -0.140, -2.262)
S (-1.623, -0.915, -0.610)
C (0.710, 1.034, -2.337)
N (1.089, 0.697, -0.976)
C (2.166, -0.289, -0.869)
C (2.515, -0.602, 0.566)
H (-1.155, 1.853, -1.581)
H (-1.030, 1.632, -3.358)
H (-1.058, -0.864, -2.909)
H (-2.532, -0.105, -2.699)
H (1.193, 1.969, -2.558)
H (0.887, 0.279, -3.067)
H (0.267, 0.302, -0.543)
H (1.962, -1.183, -1.463)
H (3.042, 0.074, -1.398)
H (2.665, 0.313, 1.100)
H (1.672, -1.050, 1.078)
H (3.213, -1.439, 0.547)
H (-1.710, -1.610, 2.541)
H (-0.685, -0.965, 3.503)
O (-0.911, -1.771, 3.028)
H (-0.105, -2.481, 0.221)
H (1.043, -2.442, 1.201)
O (0.632, -3.018, 0.554)
H (0.513, 0.329, 1.608)
H (-0.772, 1.030, 1.982)
O (0.104, 0.925, 2.241)
H (1.750, 2.574, 1.248)
H (1.909, 2.531, -0.287)
O (2.196, 2.996, 0.502)
H (-2.734, 0.325, 1.815)
H (-2.891, 1.174, 0.699)
O (-2.761, 1.260, 1.651)



Version two
Computed, not measured: 6 unconnected molecules or ions with the total composition C5H22NO5S, with wB97M-V/def2-TZVPD.

Properties
- charge = -1
- highest occupied orbital energy (eV) = -3.661
- HOMO-LUMO gap (Eh) = 0.23978

Element x y z (Å)
C (0.816, -2.318, -0.863)
C (0.284, -1.659, -2.132)
S (1.100, -0.116, -2.684)
C (-0.391, -2.436, 0.140)
N (-0.542, -1.172, 0.831)
C (-1.925, -0.551, 0.584)
C (-1.886, 0.920, 0.876)
H (1.465, -1.634, -0.283)
H (1.359, -3.269, -1.045)
H (-0.768, -1.592, -2.146)
H (0.393, -2.309, -2.942)
H (-0.018, -3.227, 0.854)
H (-1.274, -2.768, -0.465)
H (0.244, -0.534, 0.674)
H (-2.307, -0.552, -0.433)
H (-2.627, -1.237, 1.101)
H (-1.462, 1.225, 1.842)
H (-1.441, 1.610, 0.138)
H (-2.916, 1.198, 0.950)
H (1.309, 3.084, -0.272)
H (2.706, 2.550, -0.380)
O (2.161, 3.338, -0.554)
H (-0.995, 2.255, -3.055)
H (-1.367, 1.142, -2.232)
O (-1.768, 1.744, -2.852)
H (1.649, 2.940, 2.426)
H (1.027, 1.928, 1.676)
O (0.789, 2.819, 1.941)
H (-0.962, -0.330, 3.633)
H (-0.626, -1.600, 2.832)
O (-0.771, -1.257, 3.735)
H (3.149, 0.547, 0.182)
H (2.485, 0.376, -1.375)
O (3.110, 0.886, -0.702)



The least stable of them is version two.



Version one
Computed, not measured: C2HFN2O2 in the gas phase, with wB97M-V/def2-TZVPD.

Properties
- charge = 0
- highest occupied orbital energy (eV) = -9.292
- HOMO-LUMO gap (Eh) = 0.32358

Element x y z (Å)
C (-1.872, 0.109, -0.518)
C (0.323, -0.829, -0.122)
N (0.724, 1.592, -0.199)
N (1.099, 0.486, -0.055)
O (0.988, -1.775, 0.120)
O (-0.901, -0.650, -0.018)
F (-2.472, 0.746, 0.532)
H (2.110, 0.321, 0.259)



Version two
Computed, not measured: C2HFN2O2 in the gas phase, with wB97M-V/def2-TZVPD.

Properties
- charge = 0
- highest occupied orbital energy (eV) = -10.676
- SMILES string = O=c1c(=O)n1NF
- HOMO-LUMO gap (Eh) = 0.39239

Element x y z (Å)
O (-1.766, 1.400, -0.023)
C (-1.203, 0.381, -0.037)
C (-0.910, -1.034, 0.030)
O (-1.037, -2.220, 0.173)
N (0.146, -0.143, -0.152)
N (1.382, 0.352, -0.425)
F (1.422, 1.568, 0.312)
H (1.967, -0.305, 0.121)



Version three
Computed, not measured: 2 unconnected molecules or ions with the total composition C2HFN2O2, with wB97M-V/def2-TZVPD.

Properties
- charge = 0
- highest occupied orbital energy (alpha / beta) (eV) = -9.774 / -10.260
- HOMO-LUMO gap (alpha / beta) (Eh) = 0.34569 / 0.29410

Element x y z (Å)
C (-0.530, -0.615, 2.767)
C (-0.666, 0.907, 2.409)
N (-0.604, -0.100, 1.581)
N (-0.360, -0.904, -0.449)
O (-0.332, -1.555, 3.473)
O (-0.557, 2.057, 2.588)
F (0.892, -1.341, -0.239)
H (-0.890, -1.759, -0.030)



The least stable of them is version three.



Version one
Computed, not measured: 2 unconnected molecules or ions with the total composition C2H4O2Si, with wB97M-V/def2-TZVPD.

Properties
- charge = 0
- highest occupied orbital energy (eV) = -7.861
- SMILES string = O=[SiH2].C1=CO1
- HOMO-LUMO gap (Eh) = 0.26291

Element x y z (Å)
O (-1.277, -0.978, 0.640)
Si (-2.539, -0.325, 0.176)
H (-2.708, 1.075, -0.162)
H (-3.795, -1.065, 0.006)
C (1.608, -0.238, -0.028)
C (2.254, 0.883, -0.068)
O (2.898, -0.240, -0.816)
H (0.754, -0.812, -0.112)
H (2.805, 1.700, 0.363)



Version two
Computed, not measured: 2 unconnected molecules or ions with the total composition C2H4O2Si, with wB97M-V/def2-TZVPD.

Properties
- charge = 0
- highest occupied orbital energy (eV) = -9.073
- SMILES string = O=[si]1cc1.O
- HOMO-LUMO gap (Eh) = 0.33373

Element x y z (Å)
O (-0.926, -2.122, -0.340)
Si (0.125, -1.080, -0.113)
C (1.219, 0.333, 0.595)
C (1.745, -0.260, -0.462)
H (1.513, 1.133, 1.196)
H (2.711, -0.143, -1.119)
O (-1.951, 0.735, 0.036)
H (-1.932, 0.458, -0.746)
H (-2.503, 0.946, 0.952)



The least stable of them is version one.